1.
Entry from the Open Molecules 2025 dataset: C31H47NO3P2SZr as an isolated structure at a distorted geometry (the ωB97M-V functional and the def2-TZVPD basis).

Cartesian coordinates (Å):
H (1.91, -4.66, 1.22)
C (1.77, -1.78, 2.24)
H (-4.82, 1.78, 4.45)
S (0.32, 3.86, 3.69)
C (-3.20, -0.27, -1.65)
C (-1.54, -0.87, -4.48)
C (-1.53, -1.46, 3.98)
C (-0.49, 1.26, -5.37)
H (-0.95, 2.25, -5.51)
H (-1.78, 4.59, 5.73)
C (0.98, -2.74, 1.50)
H (0.34, 2.59, -0.46)
H (1.60, 1.80, -5.57)
C (1.38, -0.87, -4.09)
C (-1.34, 3.37, 4.02)
H (-3.72, -1.15, -1.23)
C (-3.83, 2.22, 4.32)
C (-0.54, 1.12, -1.83)
C (-2.14, 3.82, 5.06)
H (1.83, -1.58, -3.39)
C (2.86, 2.11, 0.71)
H (1.23, 2.39, -1.96)
H (-0.37, 0.84, -6.39)
H (-3.35, -0.25, -2.74)
H (0.78, 0.56, 4.50)
C (-2.99, 1.75, 3.30)
P (2.06, 0.87, -0.34)
C (1.53, -3.81, 0.62)
H (0.83, 2.44, -4.13)
H (3.06, -0.46, -2.10)
H (1.26, -0.92, 5.32)
C (-1.75, 2.37, 3.15)
Zr (0.18, -0.65, 0.64)
O (1.18, 3.39, 4.76)
P (-1.50, -0.33, -1.16)
H (-2.48, -1.79, 3.54)
O (0.42, 5.22, 3.26)
C (-1.46, 0.47, -4.54)
H (-1.60, -4.40, 2.32)
H (1.34, -2.44, -5.50)
C (-0.62, 2.01, 2.30)
H (2.36, -3.44, 0.00)
H (3.66, 1.62, 1.29)
H (-3.27, 0.93, 2.64)
C (1.54, 0.46, -3.93)
H (-0.82, -2.83, -4.91)
C (1.36, -0.36, 4.38)
H (4.17, -0.21, -0.75)
H (0.09, -2.32, -1.15)
H (3.66, -2.00, 1.25)
H (3.56, -0.59, 2.31)
C (-0.71, -1.80, -5.30)
H (-1.65, -0.39, 4.21)
H (-1.39, -1.99, 4.93)
H (3.28, 2.90, 0.07)
H (1.03, -0.89, -6.25)
H (2.41, -0.06, 4.28)
C (-0.38, -2.65, 1.98)
H (-1.39, -2.58, -2.11)
H (2.31, 0.85, -3.27)
C (-1.50, -3.55, 1.62)
C (0.81, -1.48, -5.34)
C (-3.42, 3.25, 5.18)
H (-2.46, -3.02, 1.62)
H (-1.29, 1.89, -2.09)
H (3.86, 1.13, -1.92)
H (-1.38, -3.97, 0.62)
C (0.91, -1.19, 3.23)
H (-0.09, -1.56, -2.73)
H (-2.27, 1.08, -4.09)
C (0.92, 1.53, -4.75)
C (0.69, 1.84, -1.18)
H (-3.65, 0.63, -1.20)
C (-0.40, -1.70, 3.06)
H (3.72, -2.21, 3.01)
H (2.12, 2.54, 1.41)
O (-0.59, 0.92, 1.56)
H (-2.42, -1.34, -4.03)
C (3.25, -1.64, 2.20)
H (-4.10, 3.60, 5.97)
C (3.41, 0.28, -1.38)
H (-0.23, 0.68, -2.78)
C (-0.64, -1.82, -1.83)
N (0.41, 2.82, 2.37)
H (-1.09, -1.82, -6.34)
H (0.77, -4.21, -0.05)

Output
* HOMO-LUMO gap: 7.188 eV
* HOMO: -14.266 eV
* LUMO level: -7.1 eV
* charge: +2
* energy: -2617.29490 Eh

Mulliken atomic charge list, values in e, 5 entries:
1. H 0.33
2. C 0.09
3. H 0.42
4. S 1.13
5. C -1.19

2.
Entry from the Open Molecules 2025 dataset: C31H48AsBIrN2O5Si3 as an isolated structure at a distorted geometry (the ωB97M-V functional and the def2-TZVPD basis).

Cartesian coordinates (Å):
H (-0.38, 2.92, -0.61)
Si (-2.46, -0.84, 0.98)
N (1.11, 1.96, -1.81)
H (-2.23, -4.71, 0.43)
H (2.12, -3.20, -1.09)
H (2.31, -0.65, -5.94)
O (-1.88, 2.19, -0.31)
H (-0.31, -2.27, -2.54)
C (-2.48, 0.81, 1.85)
C (4.20, 0.92, -0.11)
C (-1.26, 2.68, 1.79)
C (2.91, 0.22, -2.17)
O (-0.39, 1.71, 1.46)
Si (-0.23, -3.53, -0.41)
C (-0.23, 2.71, -1.67)
H (1.89, -3.62, 4.29)
C (-3.07, -0.48, -0.75)
C (2.47, -0.41, -4.89)
H (2.68, 3.27, -2.21)
B (-0.77, 1.37, 0.10)
H (-3.69, -2.96, 1.34)
H (-2.39, 4.89, 4.09)
Ir (0.21, -0.16, -1.13)
C (-1.38, 1.80, -2.21)
H (-2.16, 0.69, 2.90)
H (-0.63, 3.13, 3.81)
C (2.99, 1.06, 1.96)
H (-3.80, 4.14, 0.07)
H (1.78, -4.15, 2.57)
C (3.03, 0.53, -0.75)
C (1.96, 2.68, -2.78)
H (-1.09, -0.70, 4.36)
H (-3.50, -2.00, 2.88)
C (-2.31, 4.35, 3.16)
H (-4.72, -1.51, 1.67)
H (-3.97, 5.39, 2.23)
H (-0.69, -4.02, -2.77)
H (0.40, 4.76, -1.87)
H (-1.94, -2.94, -2.10)
H (2.49, 1.94, -3.40)
H (-3.21, -1.42, -1.31)
H (0.51, 2.97, -4.34)
H (0.42, -0.74, -4.31)
H (2.94, 1.26, 3.03)
C (3.96, 0.27, -3.10)
C (1.55, -4.04, -0.65)
C (1.64, -0.15, -2.65)
H (0.67, -0.35, 4.10)
H (-3.51, 1.22, 1.83)
H (5.14, 1.02, -0.64)
H (-1.16, -5.79, -0.54)
H (-1.16, -4.74, 3.09)
C (-0.02, 3.97, -2.50)
C (-1.19, -3.83, 3.72)
H (0.14, -1.52, 5.38)
C (0.99, 3.55, -3.55)
C (-3.21, 4.63, 2.10)
H (-1.79, 1.50, 1.33)
H (-0.68, -5.39, 1.13)
H (-4.05, 0.02, -0.68)
H (2.48, -2.53, 2.97)
N (1.86, 0.41, -0.07)
C (1.42, -0.46, -3.99)
H (2.01, -4.33, 0.32)
C (-1.32, 3.36, 3.00)
H (1.59, -4.91, -1.34)
Si (0.01, -2.53, 3.13)
C (4.18, 1.18, 1.26)
H (5.09, 1.48, 1.78)
H (-0.91, -4.13, 4.75)
H (0.76, 1.06, -2.21)
C (3.74, -0.04, -4.45)
As (-0.23, -1.61, 0.96)
O (-0.31, -1.67, -1.97)
C (1.86, 0.67, 1.26)
C (-3.12, 3.93, 0.89)
C (-2.13, 2.95, 0.76)
C (-3.71, -1.95, 1.80)
C (-0.07, -1.13, 4.36)
O (-0.90, 0.66, -2.53)
O (-2.53, 2.29, -2.25)
H (1.49, 4.41, -4.02)
H (-0.94, 4.35, -2.96)
H (-2.35, 0.18, -1.28)
C (1.71, -3.28, 3.25)
C (-1.18, -5.00, 0.22)
C (-0.86, -3.14, -2.13)
H (1.53, 1.72, -0.90)
H (4.96, 0.55, -2.80)
H (4.57, 0.00, -5.16)
H (-2.22, -3.46, 3.75)
H (0.90, 0.56, 1.76)

Output
* HOMO-LUMO gap (spin up / spin down): 4.770 / 5.919 eV
* HOMO (spin up / spin down): -5.154 / -6.219 eV
* LUMO level (spin up / spin down): -0.4 / -0.3 eV
* multiplicity: 2
* energy: -4928.58590 Eh
* ⟨S²⟩: 0.767

Mulliken atomic charge list, values in e, 5 entries:
1. H 0.18
2. Si 0.24
3. N 0.81
4. H 0.26
5. H 0.11

Among the records above, which one has the lowest energy?
C31H48AsBIrN2O5Si3